A molecular structure, C32H34N9O4RbS3 in a non-equilibrium geometry, computed with ωB97M-V/def2-TZVPD.

Its energy above the lowest of the compared OMol25 structures with the same formula, charge and spin is 0.0000 eV. The calculation puts the HOMO energy at -1.25 eV.

ORCA input file:
```
! RIJCOSX wB97M-V def2-TZVPD def2/J DEFGRID3
* xyz -2 1
Rb 0.4158 -0.7970 0.4896
C -2.8635 -2.3402 -1.5322
C -2.0523 -1.9422 -2.7730
C -0.6460 -2.4710 -2.6998
C -0.3838 -3.8240 -2.8991
C 0.9229 -4.2711 -2.8203
C 1.9265 -3.3511 -2.5588
C 1.5707 -2.0196 -2.4103
N 0.3217 -1.5914 -2.4919
N -2.5725 -1.4648 -0.4152
C -2.7152 -2.1268 0.8643
C -1.7017 -3.2129 1.1371
C -1.7755 -3.8995 2.3443
C -0.8280 -4.8637 2.6266
C 0.1914 -5.0782 1.7132
C 0.1631 -4.3597 0.5275
N -0.7758 -3.4766 0.2273
C -3.3853 -0.2664 -0.4753
C -2.9311 0.8260 0.4604
C -3.8439 1.5580 1.2125
C -3.3770 2.6081 1.9894
C -2.0193 2.8725 2.0086
C -1.1808 2.0568 1.2565
N -1.6308 1.0785 0.4908
H -2.5849 -3.3543 -1.2486
H -3.9463 -2.3292 -1.7746
H -1.9979 -0.8571 -2.8424
H -2.5454 -2.3368 -3.6665
H -1.1888 -4.5141 -3.1147
H 1.1525 -5.3208 -2.9667
H 2.9564 -3.6553 -2.4645
H 2.3218 -1.2542 -2.2553
H -3.7391 -2.5571 0.9797
H -2.5716 -1.3747 1.6448
H -2.5497 -3.6580 3.0611
H -0.8655 -5.4117 3.5598
H 0.9788 -5.7825 1.9165
H 0.9254 -4.5073 -0.2224
H -4.4564 -0.4941 -0.2784
H -3.3163 0.1280 -1.4933
H -4.8982 1.3108 1.1932
H -4.0691 3.1990 2.5780
H -1.6055 3.6848 2.5863
H -0.1104 2.2304 1.2535
C -0.4539 2.0750 -2.3585
C -0.7398 3.4064 -1.7344
C -1.6832 4.2799 -2.2991
C -1.8865 5.5034 -1.7190
C -1.1429 5.8789 -0.5831
C -1.2781 7.1335 0.0295
C -0.5185 7.4270 1.1437
C 0.3591 6.5001 1.6716
C 0.5336 5.2268 1.1122
S 1.5921 4.1155 1.8255
C -0.2287 4.9104 -0.0667
N -0.0653 3.7223 -0.6534
H -1.3626 1.6296 -2.7597
H -0.0215 1.4049 -1.6201
H 0.2643 2.1824 -3.1713
H -2.2358 3.9804 -3.1806
H -2.6129 6.2012 -2.1233
H -1.9704 7.8609 -0.3829
H -0.6162 8.3989 1.6191
H 0.9345 6.7445 2.5543
C 5.4093 -1.7025 2.0480
C 5.1953 -1.1706 0.6935
N 5.8311 -1.5269 -0.3918
N 5.2986 -0.7502 -1.3719
C 4.3249 0.0719 -0.8973
S 3.4855 1.1686 -1.8208
N 4.2813 -0.1900 0.4368
N 3.5709 0.4526 1.4098
H 6.1478 -2.4980 2.0335
H 4.4379 -2.0548 2.4319
H 5.7198 -0.8937 2.7088
H 5.5939 -0.8147 -2.3299
H 2.8216 1.0198 1.0044
H 3.1718 -0.2634 2.0924
O 2.0688 -3.8023 2.9613
S 1.8107 -2.4719 2.3934
O 2.1114 -2.4558 0.9303
O 2.7176 -1.4625 3.0357
O 0.4153 -2.0275 2.6103
*
```

A single C3H3NO molecule, computed with ωB97M-V/def2-TZVPD.

Its energy above the lowest of the compared OMol25 structures with the same formula, charge and spin is 1.0919 eV. The calculation puts the HOMO energy at -10.08 eV. As for the SMILES: c1cnoc1.

ORCA input file:
```
! RIJCOSX wB97M-V def2-TZVPD def2/J DEFGRID3
* xyz 0 1
C 0.0214 0.7135 0.3095
C -1.0651 -0.1890 0.2149
N -0.7113 -1.3086 -0.3579
O 0.6197 -1.1672 -0.6683
C 1.0368 0.0428 -0.2798
H 0.1491 1.6480 0.8365
H -2.0984 -0.0437 0.5015
H 2.0479 0.3041 -0.5565
*
```

2 unconnected molecules or ions with the total composition Cl3H2PSi in a non-equilibrium geometry, computed with ωB97M-V/def2-TZVPD.

Its energy above the lowest of the compared OMol25 structures with the same formula, charge and spin is 2.3064 eV. The calculation puts the HOMO energy at -8.48 eV. As for the SMILES: P=[Si](Cl)Cl.Cl.

ORCA input file:
```
! RIJCOSX wB97M-V def2-TZVPD def2/J DEFGRID3
* xyz 0 1
P 0.7523 -0.3524 -0.2414
Si -0.3381 1.3294 -0.8529
Cl -0.1770 2.5897 -2.3823
Cl -1.9666 1.6804 0.2047
H 1.6819 0.0323 -1.1739
Cl -0.0574 -2.0284 2.5258
H 0.1049 -3.2509 1.9199
*
```

Number 1: energy -88500.8398 eV. Number 2: energy -6695.4001 eV. Number 3: energy -54767.4829 eV.